{"formula": "C27H29IrN5O4S", "method": "ωB97M-V with the def2-TZVPD basis set", "lumo_ev": [-8.25, -8.17], "s2": 0.803, "relative_energy_ev": 4.664, "homo_lumo_gap_ev": [4.86, 4.89], "total_energy_ev": -57765.9081, "homo_energy_ev": [-13.11, -13.06], "total_charge": 2, "spin_multiplicity": 2, "elements": ["C", "O", "H", "N", "C", "H", "H", "Ir", "H", "C", "H", "H", "H", "C", "C", "C", "C", "C", "C", "H", "C", "H", "C", "C", "C", "H", "H", "H", "S", "H", "C", "C", "H", "C", "C", "C", "H", "H", "H", "O", "O", "C", "N", "N", "H", "N", "H", "C", "H", "H", "H", "H", "C", "H", "C", "N", "H", "H", "C", "C", "H", "H", "C", "C", "O", "H", "C"], "positions_angstrom": [[6.2601, -0.3865, 3.2203], [1.6026, -0.3690, 1.4050], [1.9620, 3.8236, -0.7551], [2.9019, -0.3348, -0.4584], [5.2104, -0.6317, 1.0722], [7.1582, -0.3429, 3.8188], [5.2647, -0.8001, 0.0093], [-0.1669, 0.0053, 0.0090], [-1.3807, 0.1249, -6.5245], [-0.3424, -0.2048, -3.2793], [-1.4980, -5.0893, -0.2094], [2.5485, 0.6551, -4.9468], [-2.2356, -0.4302, -4.2798], [-0.7143, 0.1180, -5.6743], [-4.7827, 0.3803, 0.4962], [-4.6737, -2.4516, 0.1933], [-4.8986, 1.7213, 0.1812], [1.5062, 0.4122, -4.8007], [0.3202, 3.1064, 1.2019], [-5.6199, -0.1448, 0.9250], [0.3201, 2.1783, 2.4028], [7.3153, -0.7453, 1.3878], [6.3501, -0.6070, 1.8501], [0.6452, 0.4393, -5.8648], [3.9572, -0.4457, 1.6687], [-1.7256, 2.1552, -0.8662], [-1.5520, -0.3601, 3.2240], [1.0172, 3.9306, 1.3980], [-0.8376, -2.2662, 0.8241], [-5.8332, 2.2367, 0.3430], [2.7343, -0.4059, 0.8681], [-0.6936, 0.2936, 3.3507], [-0.6847, 3.5183, 1.0420], [-2.4814, -2.5317, 0.5155], [5.0165, -0.2196, 3.8224], [-2.6131, 1.6777, -0.4717], [-2.8303, -5.8427, 0.6907], [1.0053, 0.6991, -6.8473], [-1.5769, -4.9180, 1.5500], [0.7353, 2.3740, 0.0568], [-0.6368, 1.1463, 2.2167], [-4.3118, -3.7519, 0.2805], [-2.4926, 0.3866, -0.1667], [-3.5365, -1.6775, 0.3467], [-5.6442, -2.0446, 0.0055], [-2.9672, -3.7919, 0.4900], [1.3193, 1.7451, 2.5227], [-1.1933, -0.1921, -4.4344], [-4.9141, -4.6361, 0.2078], [2.9018, -0.1230, 3.5068], [-0.8303, 0.8864, 4.2591], [4.9492, -0.0603, 4.8881], [-3.7983, 2.3790, -0.3513], [-3.8622, 3.4135, -0.6453], [-2.1732, -4.9787, 0.6396], [1.8470, -0.2431, -1.2131], [3.0772, 0.0606, -2.8111], [0.2153, -0.3063, 3.4365], [1.0928, 3.2163, -1.0264], [1.0690, 0.0745, -3.5031], [1.3444, 2.5725, -1.8673], [0.2661, 3.8808, -1.2983], [2.0396, -0.0321, -2.4913], [-3.5731, -0.2729, 0.2436], [-0.8222, -0.4702, -2.1417], [0.0717, 2.7506, 3.3045], [3.8724, -0.2536, 3.0530]], "lowdin_charge": [-0.036, -0.111, 0.111, 0.122, -0.010, 0.118, 0.110, 1.203, 0.124, -0.318, 0.109, 0.125, 0.122, -0.028, 0.031, -0.001, -0.003, -0.022, -0.167, 0.122, -0.184, 0.115, -0.048, -0.029, -0.145, 0.103, 0.080, 0.148, 0.804, 0.131, -0.392, -0.088, 0.135, -0.608, -0.049, -0.116, 0.110, 0.122, 0.095, -0.293, -0.285, 0.004, 0.036, 0.038, 0.130, -0.117, 0.124, 0.017, 0.145, 0.107, 0.106, 0.115, -0.009, 0.123, -0.017, -0.023, 0.150, 0.084, -0.057, -0.113, 0.080, 0.104, -0.042, -0.216, -0.110, 0.147, -0.011]}